[1]
Computed, not measured: C16H21N3O2 in the gas phase, with the ωB97M-V functional and the def2-TZVPD basis.

```
42
Properties=species:S:1:pos:R:3:mulliken_charge:R:1
O 0.18 -4.53 1.31 -0.58
C 1.23 -3.90 0.62 -0.55
C 0.74 -2.67 -0.14 -0.58
N 0.00 -1.81 0.78 0.33
C 0.87 -0.95 1.57 -1.01
C 0.10 -0.25 2.66 0.05
C -0.08 1.13 2.64 -0.18
C -0.81 1.75 3.64 -0.74
C -1.37 1.00 4.66 -0.37
C -1.20 -0.37 4.68 -0.66
C -0.47 -0.99 3.68 -0.12
C -1.09 -1.09 0.16 -1.70
C -0.68 -0.03 -0.81 0.91
N 0.47 0.14 -1.39 -0.31
C 0.28 1.25 -2.17 0.26
C 1.35 1.83 -3.00 -0.56
C 0.81 2.79 -4.03 -0.03
C 1.62 3.09 -5.26 -0.63
C 0.37 2.27 -5.37 -0.57
N -0.93 1.72 -2.07 -0.42
O -1.57 0.89 -1.19 -0.22
H -0.36 -3.81 1.68 0.37
H 1.64 -4.64 -0.07 0.43
H 2.03 -3.62 1.33 0.28
H 0.05 -3.00 -0.92 0.42
H 1.57 -2.14 -0.61 0.27
H 1.64 -1.58 2.02 0.58
H 1.38 -0.21 0.93 0.46
H 0.36 1.71 1.85 0.39
H -0.94 2.82 3.62 0.38
H -1.94 1.49 5.43 0.38
H -1.64 -0.96 5.47 0.39
H -0.33 -2.06 3.70 0.35
H -1.74 -1.80 -0.35 0.64
H -1.68 -0.60 0.95 0.40
H 1.89 1.00 -3.48 0.28
H 2.06 2.34 -2.34 0.26
H 0.23 3.59 -3.60 0.41
H 1.62 4.10 -5.64 0.26
H 2.57 2.59 -5.37 0.24
H -0.49 2.71 -5.83 0.25
H 0.48 1.21 -5.57 0.23
```

Total charge = 0
LUMO = 0.770 eV
Energy relative to the best compared isomer or geometry (same formula, charge and spin) = 403.1 kJ/mol
SMILES string = OCCN(Cc1ccccc1)Cc1nc(CC2CC2)no1
DFT total energy = -25496.260 eV
Molecular weight = 287.4 g/mol
Gap between HOMO and LUMO = 9.97 eV

[2]
Computed, not measured: 4 unconnected molecules or ions with the total composition C16H21N3O3, with the ωB97M-V functional and the def2-TZVPD basis.

```
43
Properties=species:S:1:pos:R:3:mulliken_charge:R:1
C 0.03 21.75 7.74 -1.35
C 1.25 22.20 6.97 0.45
C 1.79 21.18 5.98 -0.44
O 2.10 21.95 4.82 -0.34
C 1.54 23.19 4.94 0.68
O 1.61 24.03 4.11 -0.57
O 0.90 23.30 6.11 -0.34
H -0.85 21.66 7.10 0.28
H -0.25 22.45 8.53 0.38
H 0.22 20.80 8.25 0.37
H 1.94 22.61 7.72 0.26
H 1.05 20.42 5.73 0.31
H 2.70 20.71 6.35 0.30
C -7.45 22.80 2.67 -0.47
C -6.79 21.76 1.97 -0.36
C -7.72 20.92 1.43 -0.60
N -8.96 21.42 1.80 -0.01
C -8.80 22.57 2.52 -0.64
H -6.96 23.59 3.21 0.55
H -5.72 21.63 1.92 0.46
H -7.71 19.99 0.88 0.39
H -9.78 20.84 1.81 0.25
H -9.69 22.94 3.01 0.42
C -3.37 22.53 4.33 -0.64
C -3.77 23.91 4.33 -0.09
C -2.71 24.61 3.82 -0.85
N -1.65 23.75 3.70 0.06
C -2.03 22.50 4.09 -0.47
H -3.95 21.76 4.84 0.39
H -4.75 24.28 4.56 0.46
H -2.58 25.66 3.64 0.37
H -0.73 24.00 3.38 0.23
H -1.30 21.71 4.17 0.50
C -9.38 24.03 7.72 -0.47
C -8.20 24.76 7.46 -0.61
C -7.61 24.16 6.37 0.08
N -8.35 23.07 6.02 0.06
C -9.46 23.00 6.81 -0.48
H -10.19 24.21 8.42 0.39
H -7.82 25.65 7.92 0.40
H -6.67 24.34 5.86 0.08
H -8.15 22.43 5.27 0.24
H -10.25 22.29 6.66 0.38
```

Total charge = 0
LUMO = 0.667 eV
Energy relative to the best compared isomer or geometry (same formula, charge and spin) = 347.2 kJ/mol
SMILES string = C[C@H]1COC(=O)O1.c1cc[nH]c1.c1cc[nH]c1.c1cc[nH]c1
DFT total energy = -27544.567 eV
Molecular weight = 303.4 g/mol
Gap between HOMO and LUMO = 8.78 eV

[3]
Computed, not measured: C16H21N3O3 in the gas phase, with the ωB97M-V functional and the def2-TZVPD basis.

```
43
Properties=species:S:1:pos:R:3:mulliken_charge:R:1
C 2.95 -2.08 1.50 -2.08
C 1.74 -1.17 1.30 1.63
C 1.99 -0.09 2.28 -1.33
C 0.36 -1.94 1.46 0.18
N 0.34 -2.97 0.36 -0.64
C -0.76 -0.85 1.47 0.38
O -0.92 -0.16 2.49 -0.69
N -1.51 -0.73 0.37 -0.13
C -2.46 0.40 0.19 -0.28
C -1.90 1.42 -0.74 -1.25
C -0.45 1.58 -0.52 0.03
C 0.15 2.30 0.41 -0.83
N 1.45 2.49 0.22 0.11
C 1.86 1.79 -0.90 -0.26
C 3.14 1.45 -1.47 -0.74
C 3.15 0.50 -2.48 -0.69
C 1.91 -0.12 -2.88 -0.94
C 0.73 0.10 -2.26 -0.01
C 0.69 1.12 -1.26 1.46
C -3.79 -0.15 -0.29 0.46
O -4.21 0.07 -1.46 -0.63
O -4.35 -1.02 0.41 -0.45
H 3.12 -2.51 2.55 0.31
H 3.82 -1.57 1.23 0.53
H 2.96 -2.95 0.87 0.53
H 1.94 -0.76 0.33 -0.47
H 3.11 -0.08 2.35 0.42
H 1.68 0.87 1.97 0.11
H 1.44 -0.37 3.15 0.37
H 0.35 -2.32 2.50 0.28
H -0.48 -3.47 0.17 0.19
H 1.04 -3.66 0.43 0.17
H -1.08 -1.03 -0.44 0.35
H -2.44 0.79 1.21 0.61
H -2.05 0.95 -1.81 0.29
H -2.56 2.26 -0.75 0.64
H -0.37 2.78 1.26 0.34
H 1.89 3.26 0.66 0.21
H 4.13 1.80 -1.05 0.32
H 4.06 0.21 -2.92 0.48
H 1.78 -0.80 -3.65 0.49
H -0.34 -0.33 -2.47 0.15
H -3.91 -1.12 1.26 0.37
```

Total charge = 0
LUMO = 0.599 eV
Energy relative to the best compared isomer or geometry (same formula, charge and spin) = 364.9 kJ/mol
SMILES string = CC(C)[C@H](N)C(=O)N[C@@H](Cc1c[nH]c2ccccc12)C(=O)O
DFT total energy = -27544.383 eV
Molecular weight = 303.4 g/mol
Gap between HOMO and LUMO = 8.86 eV

[4]
Computed, not measured: C16H21N3O4 in the gas phase, with the ωB97M-V functional and the def2-TZVPD basis.

```
44
Properties=species:S:1:pos:R:3:mulliken_charge:R:1
C 3.86 0.32 0.99 -0.91
C 4.09 0.56 -0.55 -0.39
N 2.97 0.10 -1.41 -0.03
C 1.76 0.82 -1.11 0.07
C 1.76 2.30 -0.95 -0.78
C 0.56 3.07 -0.60 -0.28
O 0.59 4.45 -0.43 -0.54
C -0.69 2.36 -0.40 0.33
C -0.67 0.89 -0.60 0.52
C 0.48 0.09 -0.94 0.55
C 0.29 -1.45 -1.09 -0.95
C 1.47 -2.33 -0.53 -0.18
C 0.87 -3.81 -0.34 -0.47
N 1.61 -4.83 -1.13 -0.66
C -2.16 0.54 -0.35 -0.03
O -2.72 -0.38 -0.90 -0.58
N -2.64 1.54 0.54 0.18
C -4.08 1.59 0.84 -0.81
C -4.48 0.13 1.52 0.21
C -5.15 0.26 3.00 -0.70
O -3.69 -0.24 2.69 -0.40
C -2.12 2.79 0.00 -0.08
O -2.67 3.85 -0.07 -0.55
H 2.81 0.46 1.34 0.26
H 4.48 1.10 1.53 0.32
H 4.22 -0.68 1.34 0.27
H 4.99 -0.04 -0.84 0.38
H 4.38 1.64 -0.71 0.27
H 3.25 0.23 -2.39 0.30
H 2.72 2.86 -1.09 0.27
H 0.68 4.82 -1.33 0.34
H -0.64 -1.71 -0.50 0.43
H 0.04 -1.72 -2.15 0.29
H 1.90 -1.98 0.44 0.17
H 2.28 -2.46 -1.29 0.28
H -0.18 -3.81 -0.75 0.33
H 0.76 -4.07 0.75 0.30
H 2.32 -5.29 -0.56 0.23
H 0.92 -5.57 -1.33 0.24
H -4.71 1.67 -0.08 0.35
H -4.36 2.35 1.61 0.40
H -4.88 -0.69 0.83 0.36
H -5.51 -0.75 3.31 0.33
H -4.71 1.01 3.70 0.36
```

Total charge = 0
LUMO = -0.094 eV
Energy relative to the best compared isomer or geometry (same formula, charge and spin) = 682.8 kJ/mol
SMILES string = CCNc1cc(O)c2c(c1CCCN)C(=O)N(C[C@@H]1CO1)C2=O
DFT total energy = -29588.294 eV
Molecular weight = 319.4 g/mol
Gap between HOMO and LUMO = 8.94 eV

[5]
Computed, not measured: C16H21N3OS in the gas phase, with the ωB97M-V functional and the def2-TZVPD basis.

```
42
Properties=species:S:1:pos:R:3:mulliken_charge:R:1
C -5.00 -1.63 0.70 -1.42
C -4.00 -0.49 0.81 -0.26
O -3.14 -0.56 -0.31 -0.37
C -2.15 0.36 -0.43 0.54
C -1.88 1.38 0.48 -0.50
C -0.81 2.24 0.26 -0.64
C 0.00 2.11 -0.85 0.35
C 1.24 2.97 -1.01 -1.40
N 2.28 2.66 -0.04 -0.29
C 2.56 1.24 0.04 -0.69
C 3.83 0.95 0.84 -0.61
C 3.93 -0.52 1.21 -0.66
S 3.82 -1.63 -0.24 -0.19
C 2.12 -2.02 -0.27 0.41
N 1.72 -2.70 -1.34 -0.59
C 0.45 -3.02 -1.40 -0.28
C -0.45 -2.67 -0.40 -0.35
C 0.08 -1.97 0.67 -0.28
N 1.36 -1.65 0.74 -0.32
C -0.28 1.10 -1.76 -0.11
C -1.34 0.24 -1.56 -0.35
H -5.70 -1.60 1.53 0.42
H -4.49 -2.58 0.70 0.30
H -5.56 -1.54 -0.23 0.32
H -3.42 -0.59 1.74 0.35
H -4.53 0.48 0.83 0.35
H -2.49 1.52 1.36 0.41
H -0.62 3.02 0.98 0.37
H 1.66 2.82 -2.01 0.36
H 0.98 4.03 -0.89 0.48
H 2.01 2.99 0.88 0.32
H 1.72 0.68 0.48 0.35
H 2.70 0.87 -0.99 0.40
H 3.80 1.53 1.77 0.31
H 4.70 1.26 0.27 0.28
H 4.88 -0.74 1.68 0.48
H 3.11 -0.82 1.87 0.36
H 0.14 -3.57 -2.28 0.43
H -1.50 -2.92 -0.45 0.44
H -0.53 -1.66 1.52 0.49
H 0.34 0.97 -2.64 0.33
H -1.56 -0.55 -2.27 0.48
```

Total charge = 0
LUMO = 0.698 eV
Energy relative to the best compared isomer or geometry (same formula, charge and spin) = 161.2 kJ/mol
SMILES string = CCOc1ccc(CNCCCSc2ncccn2)cc1
DFT total energy = -34285.648 eV
Molecular weight = 303.4 g/mol
Gap between HOMO and LUMO = 9.00 eV

[6]
Computed, not measured: a molecular structure, C16H21O3Tl, with the ωB97M-V functional and the def2-TZVPD basis.

```
41
Properties=species:S:1:pos:R:3:mulliken_charge:R:1
Tl -0.21 -1.03 2.08 0.77
C 2.48 0.67 2.47 -0.74
C 2.96 -0.19 1.43 -0.65
C 2.98 0.56 0.22 -0.42
H 3.26 -1.23 1.54 0.41
C 2.51 1.88 0.50 -0.51
C 2.24 1.96 1.90 -0.43
H 1.92 2.85 2.44 0.38
H 2.33 0.39 3.51 0.53
H 3.32 0.19 -0.75 0.45
H 2.39 2.68 -0.22 0.37
C -2.77 0.80 1.98 -0.97
C -2.10 2.00 2.39 -0.36
C -1.74 2.72 1.21 -0.72
H -1.91 2.31 3.42 0.36
C -2.16 1.96 0.08 -0.39
C -2.81 0.78 0.56 -0.33
H -3.27 0.01 -0.06 0.28
H -3.17 0.04 2.65 0.55
H -1.23 3.68 1.18 0.39
H -2.04 2.25 -0.97 0.55
O 0.29 -1.93 0.00 -0.57
C -0.28 -0.20 -3.29 0.58
C 0.36 -1.51 -2.85 -1.27
C 0.53 0.98 -2.92 -0.56
C -1.77 -0.18 -3.14 -0.86
C 0.57 -2.17 -1.30 -0.57
H 1.37 -1.51 -3.28 0.51
H -0.11 -2.32 -3.44 0.57
H 0.09 -3.14 -1.41 0.24
H 1.65 -2.30 -1.26 0.22
H 0.72 1.71 -3.71 0.36
H 1.48 0.63 -2.51 0.01
H 0.04 1.49 -2.07 0.00
H -2.36 -0.01 -4.04 0.33
H -2.06 0.55 -2.37 -0.09
H -2.07 -1.15 -2.71 0.30
O -0.26 -2.55 3.98 -0.68
C -0.36 -3.56 3.20 0.07
O -0.36 -3.53 1.93 -0.57
H -0.47 -4.57 3.65 0.44
```

Total charge = -2
LUMO (spin up / spin down) = 5.203 / 3.905 eV
Energy relative to the best compared isomer or geometry (same formula, charge and spin) = 291.0 kJ/mol
DFT total energy = -27761.909 eV
Molecular weight = 465.7 g/mol
Gap between HOMO and LUMO (spin up / spin down) = 5.93 / 4.30 eV